<1>
Below is C9H21N3O3Sn as an isolated structure, with properties calculated with ωB97M-V with the def2-TZVPD basis set.

XYZ file:
```
37
Properties=species:S:1:pos:R:3
C 5.01 -0.27 4.55
O -5.22 -2.53 1.17
C 5.68 0.77 0.87
H 3.13 4.71 -2.36
O 0.72 3.27 -2.38
Sn -1.29 0.80 1.43
H 4.57 0.19 5.44
N 1.14 3.28 -4.56
H -8.71 -3.08 2.29
H -4.51 -4.79 -0.15
N 5.70 0.51 2.37
C 4.69 0.26 3.15
H 6.61 0.27 2.75
H 1.81 5.66 -2.94
N -7.10 -3.71 1.15
O 3.53 0.33 2.92
H -5.68 -5.79 0.73
C 1.34 3.73 -3.32
H -7.37 -4.66 0.93
H -8.72 -2.38 0.68
C 0.31 2.09 -4.96
H 0.49 1.69 -5.96
C 2.41 4.78 -3.18
C -8.07 -2.71 1.49
H -7.66 -1.84 1.99
H 2.99 4.97 -4.09
C -5.02 -4.92 0.80
H 4.87 -1.35 4.55
H 6.23 1.70 0.70
H 0.62 1.16 -4.48
C -5.82 -3.58 1.07
H -0.73 2.21 -4.66
H 1.44 3.93 -5.28
H 6.08 -0.23 4.73
H 4.69 0.78 0.43
H 6.21 -0.10 0.47
H -4.38 -5.16 1.65
```

The value obtained for the LUMO energy is -11.689 eV. The gap between HOMO and LUMO is 2.45 eV. Its spin multiplicity is 1. The charge is +2.


<2>
Below is C9H21N3O3Sn as an isolated structure, with properties calculated with ωB97M-V with the def2-TZVPD basis set.

XYZ file:
```
37
Properties=species:S:1:pos:R:3
H 2.14 -2.27 0.49
H -3.32 3.75 2.71
H 2.35 0.18 -6.19
C -3.89 3.32 1.89
N -4.07 0.89 1.68
H 1.17 -1.84 3.13
H 3.88 -0.31 -5.60
H 1.98 1.14 -4.20
H -3.69 -1.07 2.46
H -2.62 -0.54 1.17
C -3.29 1.96 1.68
H 2.44 -2.32 -2.06
H -0.89 0.36 2.93
C 2.81 -0.39 -5.39
H -4.31 -1.00 0.85
H -5.07 1.01 1.80
H -3.69 3.93 1.02
O -2.08 1.88 1.34
Sn -0.48 1.75 -0.92
H -4.94 3.31 2.18
H 3.03 -0.74 0.42
H -1.07 -1.19 3.73
H 3.06 -1.73 1.94
O 1.63 0.25 -2.03
H 3.95 -1.34 -2.09
N 0.79 -0.97 2.76
N 2.39 0.23 -4.12
C 3.04 -1.61 -2.63
C 2.33 -0.33 -2.91
C 2.48 -1.41 1.07
C -0.35 -0.43 3.45
O 0.81 0.27 0.87
H 2.55 -1.44 -5.35
H 3.30 -2.14 -3.54
C 1.25 -0.69 1.55
H 0.01 0.02 4.38
C -3.64 -0.48 1.54
```

The value obtained for the LUMO energy is -9.366 eV. The gap between HOMO and LUMO is 6.39 eV. Its spin multiplicity is 1. The charge is +2.


In eV, relative to the most stable structure: <1> 6.571; <2> 0.000.


<1>
Below is C4H9N2O3S2 as an isolated structure, with properties calculated with ωB97M-V with the def2-TZVPD basis set.

XYZ file:
```
20
Properties=species:S:1:pos:R:3
O 3.22 -1.64 -0.47
C -0.26 0.14 -0.45
H 0.82 -1.13 -1.54
N 0.54 -0.96 -0.48
C 0.54 1.54 0.19
H 3.12 -0.27 1.17
H -2.15 -2.02 -0.02
H -1.69 0.91 0.88
H -0.70 -0.43 1.55
H -3.82 0.61 -0.40
O 1.59 1.20 0.75
C -1.29 -0.12 0.69
H 3.57 1.71 -0.48
S -3.70 -0.61 -0.72
H -0.95 0.48 -1.30
O 0.07 2.60 -0.07
C -2.37 -1.08 0.44
H -2.89 -1.44 1.31
S 2.73 -0.29 -0.16
N 3.61 0.80 -0.92
```

The value obtained for the LUMO energy is 2.946 eV. The gap between HOMO and LUMO is 7.36 eV. Its spin multiplicity is 1. The charge is -1.


<2>
Below is C4H9N2O3S2 as an isolated structure, with properties calculated with ωB97M-V with the def2-TZVPD basis set.

XYZ file:
```
20
Properties=species:S:1:pos:R:3
C -2.23 -0.04 1.11
O -2.01 -1.37 1.34
S 2.40 -0.50 0.02
N 0.28 1.37 -3.34
H -0.51 -0.79 -0.12
S -0.37 0.77 -2.09
H 1.12 -2.17 0.91
H 2.09 -1.59 2.05
O -3.06 0.79 1.19
H 1.10 0.53 -0.49
O -1.82 0.84 -2.16
C 1.35 -1.20 1.35
H -0.16 -0.67 -1.88
H 0.67 0.69 1.63
H 0.50 2.33 -0.80
H -0.18 -0.47 2.73
H 1.22 1.01 -3.33
C -0.85 -0.50 0.78
C 0.24 -0.31 1.71
N 0.21 1.26 -0.62
```

The value obtained for the LUMO energy is 3.451 eV. The gap between HOMO and LUMO is 7.66 eV. Its spin multiplicity is 1. The charge is -1.


In eV, relative to the most stable structure: <1> 0.000; <2> 0.052.


<1>
Below is C11H14N2O as an isolated structure, with properties calculated with ωB97M-V with the def2-TZVPD basis set.

XYZ file:
```
28
Properties=species:S:1:pos:R:3
C 0.34 -3.36 -0.43
H -0.43 -3.57 0.30
H 0.81 2.50 -0.51
C 0.95 -0.02 0.37
H -0.49 4.40 0.07
C -0.61 1.05 2.11
H 1.49 0.38 -1.40
H 1.95 -1.68 -2.34
H -1.97 2.02 3.34
H -0.57 0.18 2.67
C 0.80 -1.89 -2.40
C -1.24 -0.35 -1.31
N -1.79 0.30 -2.06
H 0.20 -4.21 -1.18
C -0.38 -1.10 -0.50
O 1.95 0.22 -0.60
C 0.18 2.37 0.32
C -0.35 3.52 0.83
C -1.18 2.17 2.70
N -0.02 -2.25 -1.22
C -1.10 3.37 2.02
H -1.42 4.18 2.64
C 0.16 1.13 0.94
H -0.93 -1.48 0.41
H 0.30 -1.05 -2.76
H 0.73 -2.64 -3.17
H 1.31 -3.42 0.02
H 1.29 -0.74 1.15
```

The value obtained for the LUMO energy is 0.699 eV. The gap between HOMO and LUMO is 9.08 eV. Its spin multiplicity is 1. The charge is 0.


<2>
Below is a 2-piece molecular cluster, C11H14N2O overall, with properties calculated with ωB97M-V with the def2-TZVPD basis set.

XYZ file:
```
28
Properties=species:S:1:pos:R:3
C 1.08 0.06 -0.91
C 0.79 -2.36 -1.01
C 1.81 -2.51 -0.08
C -1.50 3.87 0.61
H -0.27 -0.90 -2.23
O 2.95 0.91 0.51
H 1.96 -3.41 0.49
H -2.70 1.19 -0.75
N -2.30 3.25 -0.37
H -0.04 0.23 1.32
H -1.86 -0.04 1.90
C 0.52 -1.08 -1.48
H -2.88 3.65 -1.08
H -0.85 -3.84 -0.62
H -1.48 4.95 0.51
H 0.66 1.00 -1.29
C -2.24 1.90 -0.09
C -0.03 -3.58 -1.27
C -0.97 0.57 1.81
H 0.52 -4.50 -1.12
C 2.12 -0.09 0.01
C -1.46 1.78 1.03
H -0.69 0.86 2.84
N -1.00 2.99 1.45
C 2.52 -1.38 0.35
H 3.51 -1.56 0.80
H -0.50 -3.47 -2.24
H 2.32 1.53 0.92
```

The value obtained for the LUMO energy is 0.742 eV. The gap between HOMO and LUMO is 9.28 eV. Its SMILES is Cc1ccc(O)cc1.Cc1c[nH]cn1. Its spin multiplicity is 1. The charge is 0.


<3>
Below is a 2-piece molecular cluster, C11H14N2O overall, with properties calculated with ωB97M-V with the def2-TZVPD basis set.

XYZ file:
```
28
Properties=species:S:1:pos:R:3
H -1.79 -1.89 -2.58
H 0.81 -0.26 -3.92
C -3.38 -0.41 0.03
H -0.17 2.24 0.37
N -0.29 1.61 -0.40
C 2.10 0.75 2.43
C -3.13 -1.31 -1.01
H 3.20 0.21 4.13
C 0.33 0.03 -1.88
H -4.25 -0.54 0.65
C -1.32 0.71 -0.44
H 1.36 -1.22 2.93
C 1.62 -0.62 2.07
H 0.95 -0.56 1.25
C -2.55 0.67 0.20
N 2.69 0.93 3.66
H -2.85 1.42 0.92
H 2.49 -1.15 1.64
H -3.81 -2.07 -1.33
H 0.65 -1.77 -2.95
H 2.87 1.90 3.85
C 1.02 -0.75 -2.98
C -1.94 -1.26 -1.71
H 2.05 -0.91 -2.68
O 2.00 1.68 1.66
H 1.63 1.71 -1.32
C -0.97 -0.33 -1.34
C 0.69 1.19 -1.28
```

The value obtained for the LUMO energy is 0.778 eV. The gap between HOMO and LUMO is 8.38 eV. Its SMILES is Cc1c[nH]c2ccccc12.CC(N)=O. Its spin multiplicity is 1. The charge is 0.


In eV, relative to the most stable structure: <1> 4.086; <2> 1.524; <3> 0.000.


<1>
Below is a 4-piece molecular cluster, CH10O4 overall, with properties calculated with ωB97M-V with the def2-TZVPD basis set.

XYZ file:
```
15
Properties=species:S:1:pos:R:3
H -0.85 -0.27 2.70
H -1.68 2.41 -0.32
H -0.13 1.64 -0.72
H -1.38 1.79 -1.96
H 3.03 -0.10 0.91
H -1.30 0.39 1.39
H 1.49 -0.21 0.80
O -0.51 -0.07 1.84
O 0.88 -2.13 -0.85
O 2.26 -0.29 0.47
H 1.11 -2.89 -0.45
C -1.27 1.62 -0.91
H -1.25 -0.34 -0.75
H 1.42 -1.92 -1.62
O -1.82 0.36 -0.54
```

The value obtained for the LUMO energy is 0.790 eV. The gap between HOMO and LUMO is 11.28 eV. Its SMILES is CO.O.O.O. Its spin multiplicity is 1. The charge is 0.


<2>
Below is a 4-piece molecular cluster, CH10O4 overall, with properties calculated with ωB97M-V with the def2-TZVPD basis set.

XYZ file:
```
15
Properties=species:S:1:pos:R:3
H 0.02 0.60 2.02
H 0.90 2.59 0.39
H -0.78 2.78 0.86
O -1.23 -1.75 -1.26
H 1.03 0.86 -2.41
O 0.33 0.37 -1.91
H 1.10 -2.43 0.84
O 0.58 -1.74 1.20
H -1.99 -2.09 -1.76
H -0.98 -0.94 -1.67
O 0.08 1.01 1.12
C 0.21 2.35 1.18
H 0.10 -1.53 0.39
H 0.82 0.07 -1.14
H 0.54 2.87 2.18
```

The value obtained for the LUMO energy is 0.620 eV. The gap between HOMO and LUMO is 10.56 eV. Its SMILES is CO.O.O.O. Its spin multiplicity is 1. The charge is 0.


In eV, relative to the most stable structure: <1> 0.792; <2> 0.000.


<1>
Below is one molecule with the formula C2H4OS3, with properties calculated with ωB97M-V with the def2-TZVPD basis set.

XYZ file:
```
10
Properties=species:S:1:pos:R:3
H -0.52 -1.25 -1.83
H 0.01 -1.78 -0.31
S 1.67 0.99 -0.55
H -0.69 1.33 -0.83
C -0.57 -1.02 -0.83
O 0.93 -0.67 1.74
S 0.63 0.63 1.20
H -1.63 -0.89 -0.56
C -0.07 0.49 -0.37
S 0.25 2.17 2.34
```

The value obtained for the LUMO energy is -0.424 eV. The gap between HOMO and LUMO is 8.91 eV. Its SMILES is C[C@@H]1S[S@@]1(=O)=S. Its spin multiplicity is 1. The charge is 0.


<2>
Below is one molecule with the formula C2H4OS3, with properties calculated with ωB97M-V with the def2-TZVPD basis set.

XYZ file:
```
10
Properties=species:S:1:pos:R:3
S 0.57 1.62 1.17
H 0.45 -1.83 -0.70
S 0.94 0.75 -1.64
C 0.33 0.26 -0.04
H -0.65 1.46 1.80
H 2.14 0.49 -1.17
S 0.96 -1.40 0.49
O -1.88 0.02 0.93
H -1.54 -1.02 -0.81
C -1.32 -0.36 -0.03
```

The value obtained for the LUMO energy is 0.440 eV. The gap between HOMO and LUMO is 9.36 eV. Its SMILES is O=CC(S)(S)S. Its spin multiplicity is 1. The charge is 0.


<3>
Below is one molecule with the formula C2H4OS3, with properties calculated with ωB97M-V with the def2-TZVPD basis set.

XYZ file:
```
10
Properties=species:S:1:pos:R:3
H -1.10 2.99 -0.50
H 1.11 -0.70 1.52
S -1.11 -1.73 1.38
O 0.16 0.40 -0.04
S 1.13 0.52 -2.46
H -0.46 -2.16 2.44
S -1.24 2.20 -1.60
C 0.49 -0.89 0.64
C 0.06 0.97 -1.32
H 0.96 -1.59 -0.06
```

The value obtained for the LUMO energy is -0.339 eV. The gap between HOMO and LUMO is 8.63 eV. Its SMILES is S=C(S)OCS. Its spin multiplicity is 1. The charge is 0.


In eV, relative to the most stable structure: <1> 0.529; <2> 0.000; <3> 0.191.


<1>
Below is C2H4ClN as an isolated structure, with properties calculated with ωB97M-V with the def2-TZVPD basis set.

XYZ file:
```
8
Properties=species:S:1:pos:R:3
H 1.54 1.83 -0.40
Cl 2.35 -0.85 0.47
H -1.09 -0.46 1.10
H -1.95 -0.26 -0.63
N -0.17 0.71 -0.25
C 0.98 0.95 -0.11
C -1.01 -0.39 0.02
H -0.63 -1.53 -0.20
```

The value obtained for the LUMO energy is -0.205 eV. The gap between HOMO and LUMO is 9.79 eV. Its spin multiplicity is 1. The charge is 0.


<2>
Below is one molecule with the formula C2H4ClN, with properties calculated with ωB97M-V with the def2-TZVPD basis set.

XYZ file:
```
8
Properties=species:S:1:pos:R:3
Cl 1.66 1.90 -0.21
H -0.90 -1.48 -1.28
C 0.54 1.13 0.78
H -1.61 -1.45 0.44
N -0.03 0.01 -0.15
C -0.92 -1.14 -0.29
H 0.85 0.93 1.76
H 0.40 0.11 -1.06
```

The value obtained for the LUMO energy (alpha / beta) is 0.166 / 0.741 eV. The gap between HOMO and LUMO (alpha / beta) is 7.42 / 8.64 eV. Its spin multiplicity is 1. The charge is 0.


<3>
Below is one molecule with the formula C2H4ClN, with properties calculated with ωB97M-V with the def2-TZVPD basis set.

XYZ file:
```
8
Properties=species:S:1:pos:R:3
C 0.46 -0.94 0.36
N -0.48 -0.75 -0.47
H 0.71 -0.42 1.27
Cl -3.01 -0.13 0.12
C -1.33 0.42 -0.25
H 1.25 -1.79 0.19
H -1.00 0.69 0.70
H -1.35 1.19 -1.04
```

The value obtained for the LUMO energy is 0.836 eV. The gap between HOMO and LUMO is 10.91 eV. Its SMILES is C=NCCl. Its spin multiplicity is 1. The charge is 0.


In eV, relative to the most stable structure: <1> 0.764; <2> 2.704; <3> 0.000.